123
Properties=species:S:1:pos:R:3 method="wB97M-V/def2-TZVPD" homo_energy_ha=-0.20913 gap_ev=7.583 charge=-1 max_force_ev_per_a=8.6 lumo_ev=1.892 total_energy_ev=-118559.6579
C -3.86 3.82 3.89
C -2.81 3.67 2.61
C -2.51 2.07 2.44
C -3.62 1.39 1.44
C -3.02 0.26 0.41
I -4.87 -0.26 -0.74
O -2.15 0.71 -0.73
P -0.74 -0.30 -0.91
C -1.55 -1.04 -2.47
C -0.63 -1.26 -3.77
C -0.69 -0.02 -4.89
C -0.90 -0.69 -6.41
O -1.84 -0.13 -7.19
O -0.03 -1.82 -6.82
N 0.89 -1.01 -1.08
C 0.94 -2.51 -1.01
C 1.36 -3.09 0.50
C -0.01 1.30 -1.75
F -1.05 2.05 -2.53
F 1.22 0.99 -2.57
C 0.54 2.40 -0.62
F -0.56 3.09 0.11
F 1.61 1.85 0.25
F 1.21 3.47 -1.44
O -1.44 -1.60 0.09
C -2.56 -1.21 0.98
P -1.71 -1.33 2.71
O -2.68 -1.03 3.92
B -3.73 -2.40 1.14
O -4.83 -2.24 2.15
C -3.74 -3.81 0.27
C -2.87 -4.98 1.08
H -3.64 3.07 4.76
H -3.78 4.91 4.34
H -4.94 3.59 3.50
H -3.33 4.11 1.63
H -1.81 4.23 2.86
H -1.39 1.80 2.16
H -2.68 1.56 3.51
H -4.43 0.83 2.11
H -4.21 2.21 0.83
H -0.35 0.22 0.38
H -2.45 -0.31 -2.77
H -2.08 -2.05 -2.13
H 0.50 -1.50 -3.62
H -1.08 -2.20 -4.36
H -1.58 0.72 -4.68
H 0.37 0.52 -4.95
H 0.84 -1.82 -6.28
H 1.58 -0.63 -0.40
H 1.86 -2.84 -1.69
H 0.02 -3.09 -1.44
H 1.58 -2.16 1.19
H 2.33 -3.74 0.47
H 0.43 -3.66 0.99
H -1.19 -2.70 2.79
H -0.53 -0.48 2.66
H -4.51 -2.78 2.94
H -4.86 -4.21 0.29
H -3.40 -3.70 -0.84
H -2.36 -4.49 2.04
H -3.56 -5.84 1.49
H -2.06 -5.49 0.40
C 3.87 -3.22 6.24
O 3.49 -1.92 6.71
C 2.60 -1.28 5.91
O 2.12 -1.71 4.88
O 2.34 -0.07 6.47
C 1.41 0.72 5.73
H 4.58 -3.64 6.96
H 2.99 -3.88 6.20
H 4.35 -3.16 5.27
H 0.44 0.22 5.67
H 1.80 0.95 4.73
H 1.28 1.67 6.27
C -2.83 6.49 -6.69
O -2.02 5.40 -6.25
C -1.30 5.65 -5.13
O -1.30 6.70 -4.50
O -0.58 4.54 -4.83
C 0.23 4.66 -3.67
H -3.37 6.17 -7.59
H -3.57 6.75 -5.92
H -2.21 7.36 -6.94
H -0.39 4.85 -2.78
H 0.97 5.46 -3.80
H 0.76 3.72 -3.52
C -0.69 3.96 -9.48
O 0.49 4.33 -10.17
C 1.00 5.54 -9.82
O 0.53 6.29 -8.99
O 2.12 5.76 -10.56
C 2.76 7.00 -10.29
H -1.01 2.98 -9.84
H -0.50 3.88 -8.40
H -1.50 4.67 -9.68
H 3.09 7.05 -9.24
H 2.09 7.84 -10.52
H 3.64 7.07 -10.93
C 2.79 -9.42 0.48
O 2.62 -8.04 0.17
C 3.24 -7.63 -0.96
O 3.91 -8.34 -1.70
O 3.00 -6.31 -1.12
C 3.60 -5.74 -2.29
H 2.24 -9.63 1.40
H 2.37 -10.04 -0.32
H 3.84 -9.65 0.64
H 3.22 -6.22 -3.19
H 4.69 -5.83 -2.24
H 3.34 -4.68 -2.32
C 2.10 1.52 12.93
O 2.85 0.46 12.36
C 2.56 0.20 11.06
O 1.73 0.78 10.38
O 3.34 -0.83 10.65
C 3.14 -1.21 9.29
H 2.41 1.64 13.97
H 2.29 2.46 12.40
H 1.03 1.28 12.92
H 3.38 -0.39 8.61
H 2.12 -1.56 9.13
H 3.82 -2.04 9.07

***

106
Properties=species:S:1:pos:R:3 method="wB97M-V/def2-TZVPD" homo_energy_ha=-0.14433 gap_ev=6.054 charge=-1 max_force_ev_per_a=2.0 lumo_ev=2.127 total_energy_ev=-134617.2185
C 0.16 1.03 1.09
C 1.36 0.92 0.94
C 2.81 0.88 0.98
Nb 3.67 -1.23 1.11
N 4.41 -3.18 0.80
C 5.11 -0.73 2.82
C 4.89 0.44 3.71
O 5.71 1.27 3.97
Br 3.11 0.74 4.52
C 1.98 -2.03 2.46
F 1.05 -2.88 1.79
C 2.37 -2.74 3.75
C 3.09 -4.09 3.59
P 5.33 -0.51 -0.76
C 4.89 -1.55 -2.27
C 7.05 -1.12 -0.35
H -0.88 1.28 1.13
H 3.15 1.28 0.02
H 3.19 1.57 1.73
H 2.49 -1.58 -0.25
H 3.83 -3.70 0.15
H 5.32 -3.17 0.35
H 6.11 -0.59 2.40
H 5.18 -1.62 3.46
H 1.40 -1.15 2.75
H 2.94 -2.12 4.44
H 1.42 -2.96 4.27
H 3.07 -4.60 4.56
H 4.14 -3.95 3.36
H 2.61 -4.74 2.87
H 4.95 -0.97 -3.19
H 5.61 -2.38 -2.31
H 3.91 -1.99 -2.13
H 7.10 -1.94 0.38
H 7.65 -0.30 0.05
H 7.52 -1.45 -1.28
C -3.56 2.63 -1.68
C -3.16 1.59 -0.67
O -2.73 1.90 0.42
C -3.27 0.14 -1.06
H -3.41 3.62 -1.27
H -2.93 2.53 -2.57
H -4.61 2.51 -1.96
H -2.65 -0.06 -1.93
H -4.30 -0.12 -1.29
H -2.92 -0.47 -0.23
C 2.41 4.89 3.80
C 2.01 4.44 2.41
O 2.84 4.16 1.58
C 0.54 4.37 2.10
H 3.49 4.89 3.88
H 2.03 5.90 3.99
H 2.00 4.21 4.54
H 0.08 5.36 2.23
H 0.05 3.66 2.78
H 0.39 4.03 1.08
C 0.02 3.69 -3.86
C -0.94 4.84 -4.06
O -2.04 4.84 -3.55
C -0.47 5.99 -4.92
H -0.44 2.94 -3.23
H 0.27 3.25 -4.83
H 0.93 4.05 -3.39
H -0.24 5.63 -5.92
H 0.42 6.43 -4.48
H -1.25 6.75 -4.97
C -1.51 -3.97 -0.39
C -2.87 -3.54 -0.90
O -2.98 -2.67 -1.73
C -4.07 -4.24 -0.32
H -0.74 -3.39 -0.88
H -1.45 -3.80 0.69
H -1.35 -5.03 -0.59
H -4.11 -4.09 0.76
H -4.01 -5.31 -0.53
H -4.97 -3.84 -0.78
C -0.25 -6.14 3.71
C 0.05 -6.57 5.13
O 0.98 -6.11 5.75
C -0.86 -7.62 5.73
H 0.47 -5.39 3.40
H -0.19 -7.00 3.04
H -1.25 -5.71 3.67
H -0.82 -8.53 5.14
H -1.88 -7.25 5.76
H -0.53 -7.84 6.74
C -3.97 -2.70 -4.60
C -4.99 -3.81 -4.61
O -5.00 -4.69 -3.78
C -6.02 -3.77 -5.72
H -3.30 -2.84 -3.76
H -3.40 -2.72 -5.53
H -4.47 -1.74 -4.49
H -5.53 -3.83 -6.69
H -6.60 -2.85 -5.66
H -6.70 -4.62 -5.62
C -3.77 7.16 -2.28
C -2.85 8.31 -1.99
O -1.78 8.43 -2.56
C -3.31 9.32 -0.97
H -3.32 6.51 -3.02
H -3.95 6.58 -1.37
H -4.73 7.53 -2.65
H -3.46 8.83 0.00
H -4.24 9.78 -1.29
H -2.55 10.10 -0.86

***

112
Properties=species:S:1:pos:R:3 method="wB97M-V/def2-TZVPD" homo_energy_ha=-0.16677 gap_ev=1.514 max_force_ev_per_a=6.0 lumo_ev=-3.025 total_energy_ev=-135260.2629
C -1.25 3.88 0.98
C -1.86 3.35 -0.40
C -2.82 2.07 -0.24
O -2.07 0.86 0.12
C -2.91 -0.28 -0.20
C -2.56 -1.12 -1.51
O -3.48 -0.64 -2.54
C -4.86 -0.87 -2.42
C -5.65 0.54 -2.65
C -7.16 0.26 -3.08
N -1.26 -0.70 -2.19
I -1.64 -0.04 -4.23
C -0.02 -1.48 -2.09
S 1.15 -0.45 -0.97
Cl 0.84 -0.94 -3.71
C 0.04 -3.03 -1.81
C 1.42 -3.46 -1.05
C 2.78 -3.29 -1.85
O 3.27 -4.63 -2.20
Si 4.87 -4.57 -2.85
C 4.95 -3.75 -4.60
C 5.39 -6.42 -3.15
C 6.18 -3.85 -1.65
P 0.15 -4.23 -3.29
S 1.33 -3.99 -4.76
C -1.23 -3.39 -0.80
C -1.35 -4.90 -0.35
C -1.68 -6.09 -1.28
O -2.22 -6.18 -2.38
Cl -1.14 -7.75 -0.61
P -0.83 -2.67 0.97
O -1.92 -2.95 2.02
C -2.66 -2.74 -1.31
O -2.82 -3.21 -2.69
N -3.86 -3.31 -0.76
C -4.80 -4.07 -1.60
C -4.47 -3.08 0.49
C -4.57 -4.30 1.56
O -5.13 -2.08 0.91
H -0.15 4.10 0.81
H -1.72 4.84 1.36
H -1.32 3.08 1.79
H -2.53 4.18 -0.83
H -1.05 3.14 -1.17
H -3.62 2.29 0.56
H -3.35 1.96 -1.26
H -3.98 0.16 -0.18
H -2.91 -0.90 0.77
H -5.23 -1.54 -3.28
H -5.29 -1.30 -1.46
H -5.08 1.24 -3.34
H -5.65 1.05 -1.62
H -7.77 1.20 -2.85
H -7.53 -0.63 -2.45
H -7.15 0.00 -4.19
H -1.00 0.27 -1.90
H 0.38 0.28 -0.08
H 1.31 -4.59 -0.87
H 1.62 -2.99 -0.05
H 3.60 -2.89 -1.15
H 2.78 -2.60 -2.74
H 6.05 -3.60 -4.90
H 4.50 -4.50 -5.34
H 4.40 -2.75 -4.62
H 6.36 -6.43 -3.75
H 4.59 -6.96 -3.75
H 5.57 -6.92 -2.14
H 6.32 -4.51 -0.74
H 5.93 -2.80 -1.30
H 7.18 -3.80 -2.21
H -1.12 -4.53 -3.91
H 0.53 -5.51 -2.69
H -2.18 -4.93 0.46
H -0.41 -5.16 0.26
H 0.32 -3.36 1.54
H -0.67 -1.25 0.96
H -2.23 -2.75 -3.31
H -4.46 -5.06 -2.01
H -5.32 -3.51 -2.44
H -5.69 -4.35 -0.91
H -5.70 -4.44 1.73
H -4.13 -4.02 2.57
H -4.18 -5.28 1.13
C 4.23 7.31 2.45
C 3.92 6.02 3.25
C 4.43 6.18 4.70
C 3.64 7.15 5.57
C 2.17 7.29 5.16
C 1.61 6.09 4.36
N 2.45 5.88 3.18
O 2.03 4.87 2.40
C 0.20 6.51 3.90
C 1.47 4.87 5.29
C 4.74 4.88 2.63
H 3.91 7.21 1.41
H 5.31 7.52 2.45
H 3.73 8.18 2.87
H 4.42 5.20 5.19
H 5.48 6.48 4.70
H 3.70 6.82 6.61
H 4.11 8.14 5.54
H 1.57 7.48 6.05
H 2.08 8.19 4.55
H 0.24 7.34 3.20
H -0.41 6.82 4.75
H -0.33 5.68 3.41
H 0.82 5.11 6.14
H 2.42 4.53 5.70
H 1.02 4.02 4.78
H 5.81 5.11 2.68
H 4.51 4.73 1.57
H 4.58 3.94 3.15

***

109
Properties=species:S:1:pos:R:3 method="wB97M-V/def2-TZVPD" homo_energy_ha=-0.35314 gap_ev=7.696 charge=+1 max_force_ev_per_a=3.4 lumo_ev=-1.914 total_energy_ev=-72837.2928 relative_energy_ev=0.000
Cs 1.56 -0.22 0.75
C 7.41 -2.24 -1.25
N 6.20 -1.78 -0.61
C 6.10 -0.72 0.39
C 4.60 -0.71 0.65
O 4.06 0.02 1.46
N 3.97 -1.61 -0.17
C 4.95 -2.19 -0.87
N 4.67 -3.13 -1.79
H 8.24 -2.13 -0.56
H 7.63 -1.68 -2.16
H 7.34 -3.30 -1.48
H 6.43 0.25 0.00
H 6.67 -0.95 1.29
H 3.72 -3.43 -1.87
H 5.38 -3.61 -2.32
O 1.12 1.92 -0.26
P 0.71 3.17 -1.02
N -0.54 3.93 -0.30
C -0.44 4.21 1.15
C -1.36 5.40 1.38
C -1.33 6.13 0.04
C -1.35 4.98 -0.95
N 2.04 4.12 -1.08
C 3.42 3.62 -0.90
C 4.31 4.79 -1.36
C 3.39 6.01 -1.34
C 2.05 5.43 -1.75
N 0.21 2.98 -2.56
C 1.20 2.47 -3.54
C 0.39 2.26 -4.82
C -1.08 2.15 -4.36
C -1.02 2.21 -2.83
H 0.60 4.46 1.41
H -0.72 3.33 1.73
H -1.03 6.02 2.22
H -2.37 5.07 1.59
H -0.40 6.70 -0.06
H -2.16 6.82 -0.09
H -0.95 5.24 -1.93
H -2.38 4.62 -1.11
H 3.59 2.72 -1.50
H 3.59 3.35 0.15
H 4.66 4.60 -2.38
H 5.18 4.91 -0.73
H 3.72 6.81 -2.00
H 3.32 6.41 -0.33
H 1.97 5.31 -2.84
H 1.20 6.04 -1.43
H 1.61 1.52 -3.18
H 2.02 3.17 -3.66
H 0.73 1.37 -5.35
H 0.51 3.10 -5.50
H -1.57 1.24 -4.70
H -1.66 2.99 -4.74
H -0.93 1.21 -2.40
H -1.89 2.69 -2.39
C -0.76 -3.52 -1.95
C -1.77 -4.69 -2.12
N -1.28 -5.89 -1.43
C 0.00 -6.28 -2.03
C 1.02 -5.10 -1.91
N 0.41 -3.98 -1.20
C -0.02 -4.43 0.12
C -1.06 -5.57 -0.02
H -1.21 -2.68 -1.42
H -0.42 -3.15 -2.92
H -1.94 -4.94 -3.17
H -2.74 -4.43 -1.69
H -0.16 -6.56 -3.07
H 0.37 -7.16 -1.51
H 1.33 -4.76 -2.90
H 1.92 -5.41 -1.37
H -0.45 -3.58 0.66
H 0.86 -4.76 0.68
H -2.02 -5.28 0.41
H -0.74 -6.48 0.49
C -3.76 -4.37 5.70
C -4.31 -4.81 4.35
C -4.20 -3.74 3.27
C -2.77 -3.30 3.00
N -2.67 -2.47 1.81
C -2.30 -1.18 1.67
S -2.15 -0.52 0.11
N -2.07 -0.49 2.80
C -1.90 0.96 2.85
C -3.12 1.65 3.44
C -4.38 1.51 2.60
C -4.33 2.32 1.31
H -3.91 -5.13 6.47
H -4.26 -3.46 6.05
H -2.69 -4.16 5.68
H -5.36 -5.09 4.46
H -3.80 -5.72 4.01
H -4.78 -2.86 3.55
H -4.63 -4.10 2.34
H -2.11 -4.17 2.88
H -2.35 -2.77 3.86
H -2.83 -2.91 0.92
H -2.37 -0.92 3.66
H -1.70 1.28 1.83
H -1.01 1.18 3.45
H -2.87 2.71 3.56
H -3.28 1.28 4.46
H -5.24 1.84 3.20
H -4.56 0.46 2.38
H -4.21 3.38 1.54
H -5.24 2.22 0.73
H -3.51 2.00 0.67